1.
Computed, not measured: a structure of composition C46H52BClN15OTi at a distorted geometry, with ωB97M-V/def2-TZVPD.

Properties
gap between HOMO and LUMO = 5.576 eV
strongest force on any atom = 3.7 eV/A
calculated total energy = -109239.750 eV
LUMO = -9.790 eV
charge = +3
highest occupied orbital energy = -15.37 eV
multiplicity = 1

Geometry (Å):
Ti (-0.78608, 1.54037, 1.41978)
C (-0.56238, -1.07202, 0.02158)
N (-1.78398, -0.25263, 0.23833)
C (-2.32642, 0.14473, -1.07391)
C (-1.60583, 1.32166, -1.64633)
C (-1.94665, 1.77533, -2.91047)
C (-1.28878, 2.87563, -3.43201)
C (-0.24662, 3.42057, -2.69514)
C (0.04296, 2.89534, -1.45479)
N (-0.66196, 1.89903, -0.88795)
C (-2.80439, -1.08612, 0.90406)
C (-2.70271, -1.03785, 2.39220)
C (-3.35060, -2.00803, 3.14145)
C (-3.29119, -1.95383, 4.52188)
C (-2.58182, -0.91032, 5.09658)
C (-2.00082, 0.03270, 4.27488)
N (-2.04263, -0.00528, 2.93295)
C (0.30931, -1.14709, 1.23869)
C (0.98498, -2.29703, 1.59687)
C (1.86096, -2.26093, 2.67190)
C (2.02784, -1.06726, 3.36825)
C (1.30817, 0.03667, 2.96791)
N (0.46641, 0.00494, 1.91867)
H (0.04241, -0.59422, -0.74434)
H (-0.81443, -2.07049, -0.34744)
H (-3.37648, 0.41340, -0.96591)
H (-2.28804, -0.70032, -1.77132)
H (-2.72276, 1.27016, -3.47066)
H (-1.56470, 3.28462, -4.39458)
H (0.34194, 4.24148, -3.07806)
H (0.90297, 3.26692, -0.92336)
H (-2.74125, -2.11756, 0.54458)
H (-3.80641, -0.74767, 0.63408)
H (-3.90337, -2.78969, 2.63638)
H (-3.79208, -2.69506, 5.12949)
H (-2.48836, -0.82006, 6.16938)
H (-1.50530, 0.87645, 4.71385)
H (0.84351, -3.20523, 1.02723)
H (2.41220, -3.14514, 2.96359)
H (2.71257, -1.00107, 4.20168)
H (1.41021, 0.98453, 3.48300)
C (-4.36144, 3.45455, 0.36020)
C (-3.77135, 2.30254, 0.83896)
N (-2.47678, 2.53177, 1.12219)
N (-2.22418, 3.84406, 0.83633)
C (-3.35081, 4.40908, 0.38298)
B (-1.06056, 4.60706, 1.56347)
N (0.36912, 4.08829, 1.16103)
C (1.45742, 4.86389, 1.05829)
C (2.58573, 4.06091, 1.11906)
C (2.09907, 2.77249, 1.27235)
N (0.75982, 2.79604, 1.29735)
N (-1.17631, 4.12364, 3.03329)
C (-1.28549, 4.79943, 4.18760)
C (-0.86830, 3.98209, 5.21795)
C (-0.51220, 2.79140, 4.59639)
N (-0.73605, 2.85849, 3.27776)
N (-1.10621, 6.06432, 1.26893)
C (-0.87143, 7.20233, 1.99091)
C (-0.89477, 8.26008, 1.12958)
C (-1.13487, 7.68207, -0.13511)
N (-1.24991, 6.37319, -0.05424)
H (-5.38459, 3.59657, 0.05872)
H (-4.23845, 1.34860, 1.02048)
H (-3.37669, 5.44772, 0.10622)
H (1.37572, 5.93372, 0.95347)
H (3.61446, 4.37312, 1.07578)
H (2.65025, 1.85596, 1.35069)
H (-1.65471, 5.80985, 4.21987)
H (-0.81817, 4.21690, 6.26663)
H (-0.05207, 1.93495, 5.06017)
H (-0.67972, 7.18730, 3.05012)
H (-0.76461, 9.30261, 1.36162)
H (-1.22805, 8.17537, -1.08934)
C (4.94967, -4.08109, -2.43576)
C (3.50374, -4.34412, -1.98835)
C (3.21333, -5.82806, -2.25503)
C (3.41596, -4.19115, -0.45647)
C (2.46999, -3.39123, -2.73981)
O (1.37100, -3.04390, -1.88530)
C (1.93242, -3.98859, -4.06853)
C (0.77245, -4.99913, -3.97552)
C (-0.42986, -4.44095, -3.25841)
C (-1.13691, -3.36091, -3.78332)
C (-2.19470, -2.79214, -3.09545)
C (-2.55891, -3.30678, -1.85874)
Cl (-3.82782, -2.54423, -0.95172)
C (-1.92390, -4.42697, -1.34749)
C (-0.86927, -4.98919, -2.05420)
C (3.00342, -1.98451, -3.16899)
N (3.00596, -1.00857, -2.09810)
C (2.01731, -0.14273, -1.87561)
N (2.17122, 0.45134, -0.70899)
C (3.36540, -0.04960, -0.28589)
N (3.88831, -0.94047, -1.09744)
H (5.59567, -4.85746, -2.02602)
H (5.31917, -3.12593, -2.07064)
H (5.04704, -4.12424, -3.52317)
H (3.92929, -6.42891, -1.69391)
H (3.32779, -6.09042, -3.30603)
H (2.21934, -6.11536, -1.90770)
H (4.25859, -4.71839, -0.00644)
H (2.49832, -4.63990, -0.06549)
H (3.46629, -3.16009, -0.13679)
H (0.93434, -3.86408, -1.62704)
H (2.75788, -4.43262, -4.62821)
H (1.55956, -3.15463, -4.66780)
H (1.07767, -5.93297, -3.51502)
H (0.49298, -5.23237, -5.00606)
H (-0.86170, -2.96077, -4.75218)
H (-2.74898, -1.96552, -3.52070)
H (-2.25919, -4.86220, -0.41524)
H (-0.38464, -5.87513, -1.65717)
H (2.28554, -1.58561, -3.88319)
H (3.97463, -2.04168, -3.64931)
H (1.20470, 0.01711, -2.56830)
H (3.85269, 0.20410, 0.64284)


2.
Computed, not measured: a structure of composition C46H52N6O4OsS2 at a distorted geometry, with ωB97M-V/def2-TZVPD.

Properties
gap between HOMO and LUMO (spin up / spin down) = 3.197 / 5.925 eV
strongest force on any atom = 4.5 eV/A
calculated total energy = -89804.584 eV
LUMO (spin up / spin down) = -1.086 / -1.822 eV
highest occupied orbital energy (spin up / spin down) = -4.28 / -7.75 eV
multiplicity = 5

Geometry (Å):
Os (0.09749, -0.40113, 1.31591)
C (-0.30776, -3.05820, 4.78029)
N (-0.31400, -1.68927, 4.27851)
C (-1.48068, -0.88193, 4.64209)
C (0.90885, -1.09092, 4.45911)
C (1.38541, -0.45781, 5.60015)
C (2.72486, -0.65031, 5.95690)
C (3.62101, -1.29052, 5.09291)
C (3.20608, -1.63867, 3.81289)
C (1.99537, -1.20059, 3.43329)
N (1.86449, -0.58714, 2.18447)
C (2.94958, -0.18684, 1.35375)
C (4.26958, 0.19225, 1.73335)
C (5.35054, 0.27311, 0.80722)
C (5.06650, 0.29388, -0.57735)
C (3.76111, 0.12579, -0.95420)
C (2.70053, -0.06730, -0.05374)
N (1.34765, -0.08835, -0.50370)
C (1.18771, 1.20064, -1.31272)
C (1.09705, -1.18538, -1.53169)
H (-0.26365, -3.19737, 5.92168)
H (0.56937, -3.55566, 4.35685)
H (-1.21589, -3.61187, 4.36335)
H (-1.90620, -0.97768, 5.63879)
H (-2.27568, -1.22451, 3.94770)
H (-1.31398, 0.21859, 4.34628)
H (0.69910, -0.05753, 6.38554)
H (3.01239, -0.22991, 6.85592)
H (4.67416, -1.42987, 5.38787)
H (3.80075, -2.19543, 3.14250)
H (4.52176, 0.36987, 2.75359)
H (6.27608, 0.24417, 1.30287)
H (5.85919, 0.30720, -1.34891)
H (3.54603, 0.18616, -2.04126)
H (1.96199, 1.24743, -2.10046)
H (1.23531, 2.04385, -0.57332)
H (0.18054, 1.12693, -1.77218)
H (1.69630, -1.05735, -2.39739)
H (0.03533, -1.19376, -1.79906)
H (1.33013, -2.13071, -1.03672)
C (-0.71110, 5.57087, -7.92876)
C (-1.45271, 4.58086, -7.09309)
C (-2.82107, 4.42367, -7.13773)
C (-3.53022, 3.64498, -6.19015)
C (-2.85646, 2.82843, -5.29765)
C (-1.41577, 2.84943, -5.35218)
C (-0.78708, 3.69662, -6.22637)
S (-4.77594, 2.52909, -3.38979)
O (-3.39814, 1.91222, -4.43860)
O (-4.54271, 3.94956, -3.30442)
N (-4.22573, 1.93647, -1.97682)
C (-4.43832, 0.47111, -1.80136)
C (-3.78302, -0.12905, -0.53629)
C (-2.37365, 0.35751, -0.26744)
O (-1.89849, 1.43010, -0.71679)
O (-1.70764, -0.46844, 0.51595)
H (-0.86154, 5.41280, -8.98214)
H (0.34406, 5.41685, -7.68585)
H (-1.05701, 6.58789, -7.69773)
H (-3.34595, 5.02900, -7.84799)
H (-4.57876, 3.71357, -6.21693)
H (-0.90544, 2.15018, -4.67569)
H (0.31296, 3.54722, -6.26054)
H (-3.23794, 2.23072, -1.69063)
H (-4.05411, -0.08802, -2.64176)
H (-5.54954, 0.38773, -1.81724)
H (-3.69833, -1.22612, -0.60838)
H (-4.42462, 0.05513, 0.34785)
C (1.46597, 2.45578, 3.03469)
C (-0.01083, 2.64584, 2.54666)
C (-0.84822, 2.96886, 3.76728)
C (-0.53958, 1.28177, 1.98042)
C (-0.19212, 3.75030, 1.48739)
C (0.93615, 4.59010, 1.17512)
C (0.81877, 5.59972, 0.26526)
C (-0.45593, 5.90870, -0.20803)
C (-1.52973, 5.06198, -0.04248)
C (-1.39554, 3.96513, 0.84513)
H (1.49784, 1.58422, 3.68872)
H (1.83131, 3.29928, 3.62768)
H (2.10415, 2.29137, 2.13460)
H (-0.32181, 2.46022, 4.65459)
H (-1.85633, 2.62014, 3.60771)
H (-0.83522, 4.08559, 3.96336)
H (-1.64866, 1.45082, 1.90229)
H (1.89045, 4.30902, 1.65704)
H (1.69475, 6.16752, -0.05713)
H (-0.58017, 6.77988, -0.86240)
H (-2.51690, 5.25284, -0.45862)
H (-2.34138, 3.44353, 1.00618)
S (-0.21269, -7.18658, 0.94182)
C (-0.16488, -5.40824, 0.99177)
C (-1.27724, -4.57042, 1.37462)
C (-1.15317, -3.22976, 1.27178)
N (0.04079, -2.63041, 1.04948)
C (1.16382, -3.37913, 0.99316)
C (1.07567, -4.75600, 0.85364)
C (0.10307, -7.55555, -0.76657)
C (-0.13437, -6.83578, -1.92913)
C (0.15461, -7.36278, -3.13988)
N (0.92205, -8.47087, -3.30787)
C (1.22274, -9.18021, -2.22785)
C (0.78884, -8.77574, -0.96740)
H (-2.17917, -5.07274, 1.71023)
H (-1.94032, -2.60475, 1.27414)
H (2.08351, -2.82527, 0.77223)
H (2.00471, -5.33367, 0.68256)
H (-0.51730, -5.80648, -1.83362)
H (-0.27260, -6.94900, -4.03854)
H (1.90341, -10.07227, -2.30803)
H (1.14143, -9.26123, -0.04457)